ORCA calculation (ωB97M-V/def2-TZVPD) on the molecule C3H10N2 at a distorted geometry.

Summary:
- Charge: 0
- Orbital gap: 10.177 eV
- Structure (SMILES): CNCCN
- Strongest force on any atom: 1.558 eV Å⁻¹
- E_HOMO: -0.3335 hartree
- Energy: -6252.682 eV
- Energy relative to the best compared isomer or geometry (same formula, charge and spin): 17.21 kcal per mole

Cartesian coordinates (Å):
N (0.579, -2.066, 1.189)
C (0.977, -0.803, 0.564)
C (-0.094, -0.192, -0.296)
N (0.021, 1.272, -0.469)
C (-1.262, 1.794, -0.990)
H (-0.396, -2.034, 1.423)
H (0.723, -2.837, 0.576)
H (1.832, -1.021, -0.081)
H (1.367, -0.110, 1.312)
H (-1.088, -0.357, 0.169)
H (-0.178, -0.738, -1.236)
H (0.086, 1.589, 0.494)
H (-2.036, 1.760, -0.225)
H (-1.533, 1.187, -1.853)
H (-1.072, 2.788, -1.388)

Löwdin atomic charge list, values in e, 5 entries: atom 1 (N): -0.004, atom 2 (C): -0.288, atom 3 (C): -0.282, atom 4 (N): -0.131, atom 5 (C): -0.138